(1)
ORCA calculation (ωB97M-V with the def2-TZVPD basis set) on a 2-piece molecular cluster, C12H17N overall in a non-equilibrium geometry.

Geometry as XYZ:
```
30
Properties=species:S:1:pos:R:3:forces:R:3
C 1.695504 -1.624773 2.428190 0.2654 0.5890 -0.6405
C 1.718920 -1.323509 0.939359 -1.7316 1.0403 -0.3537
C 1.303712 -2.121678 -0.107411 0.9827 -0.0333 2.3153
N 1.148266 -1.383108 -1.230002 -0.4274 -0.2624 -1.6797
C 1.369209 -0.041155 -0.986236 0.0582 -0.9407 -0.3019
C 1.369593 1.034169 -1.901188 0.0580 -0.0610 1.1566
C 1.700794 2.268089 -1.378964 0.8553 -0.8514 0.4175
C 2.110520 2.319903 -0.020715 -0.2567 1.4437 0.6484
C 1.967637 1.301040 0.881289 -0.0102 -1.4564 -0.2742
C 1.650925 0.018915 0.382372 0.7103 0.8937 0.1654
H 0.658806 -1.738092 2.741561 0.0580 -0.5875 0.1545
H 2.051523 -0.787791 3.038070 0.1897 0.0465 -0.3676
H 2.353042 -2.457707 2.653040 -0.3376 -0.3665 0.2423
H 1.070655 -3.165572 0.047631 0.0554 -0.0802 -0.8170
H 1.212055 -1.783667 -2.150809 -0.2615 0.0094 -0.0040
H 1.167575 0.900172 -2.943901 -0.2405 -0.1304 -0.3651
H 1.775402 3.133776 -2.023903 0.0103 0.0228 0.1272
H 2.554513 3.217671 0.410170 -0.4436 0.2258 -0.4274
H 2.131385 1.371663 1.947234 0.4082 0.5037 -0.0110
C -3.359047 0.226660 -1.425051 1.8600 -0.1039 -0.5341
C -2.222624 0.217113 -0.374594 -0.9322 0.5552 0.1886
C -2.775221 -0.101705 1.001126 0.4689 -2.3373 0.7843
H -3.525176 -0.796659 -1.774594 -0.7277 0.1545 0.3435
H -2.995303 0.750406 -2.315661 -0.0977 0.0578 0.0054
H -4.206497 0.787167 -1.058974 -0.4913 -0.3220 0.0702
H -1.431894 -0.505467 -0.614261 -0.1590 0.2990 -0.0977
H -1.794622 1.219817 -0.324430 0.2801 -0.0463 -0.1672
H -3.690190 0.389526 1.335871 0.3919 0.5404 -0.1087
H -3.031645 -1.179762 1.066710 -0.3153 0.2492 -0.5045
H -1.977815 -0.145443 1.758072 -0.2201 0.9483 0.0350
```
Forces are in eV/Å.

SMILES: Cc1c[nH]c2ccccc12.CCC
E_tot, eV: -14209.3768

=====

(2)
ORCA calculation (ωB97M-V with the def2-TZVPD basis set) on a 2-piece molecular cluster, C12H17N overall in a non-equilibrium geometry.

Geometry as XYZ:
```
30
Properties=species:S:1:pos:R:3:forces:R:3
C 3.227731 -0.648242 -2.654699 -0.1594 0.1237 0.3312
C 2.402811 0.181460 -1.666492 -0.2122 0.3588 -0.3682
C 1.654899 -0.593139 -0.628134 0.2002 0.1507 0.3780
C 2.034683 -0.834591 0.657204 0.0716 0.1081 -0.7818
N 1.013116 -1.440752 1.370936 0.1498 0.4558 0.3248
C -0.117532 -1.425151 0.567714 0.6098 -0.6903 -0.0309
C -1.428403 -1.715808 0.931041 0.2562 0.2985 0.0418
C -2.404303 -1.409473 0.009192 -0.2309 -0.2980 -0.4994
C -2.050521 -1.097046 -1.320393 -0.1681 0.3366 0.5622
C -0.738285 -0.890347 -1.671921 0.6024 0.5750 -0.4064
C 0.281248 -1.006880 -0.712269 -1.0849 0.2263 0.1835
H 4.159520 -0.964854 -2.193994 0.0482 -0.2456 0.0765
H 3.496759 -0.068949 -3.538420 -0.1384 -0.0579 -0.0615
H 2.640315 -1.526546 -2.927371 0.2171 -0.0104 -0.2309
H 2.998714 0.978878 -1.215256 0.2086 -0.2579 0.1907
H 1.648790 0.749569 -2.216603 -0.0825 -0.0847 -0.1935
H 2.986855 -0.558670 1.076225 -0.0082 -0.1749 0.3823
H 0.949047 -1.266522 2.361565 -0.0542 -0.2838 0.0038
H -1.600050 -2.110950 1.922180 -0.3842 0.2589 0.1364
H -3.458084 -1.338687 0.265771 0.1415 -0.5550 0.1137
H -2.847972 -0.931461 -2.032089 0.0723 0.0876 -0.0783
H -0.493392 -0.460582 -2.641245 -0.0837 -0.3824 -0.0667
C -1.704493 3.052991 2.190834 -0.1015 0.0089 -0.3271
C -1.893875 1.579855 1.875967 0.9370 -0.7705 -0.3349
H -2.676323 3.450154 2.460346 -0.0403 0.3491 0.3243
H -0.990242 3.214114 2.992495 -0.0739 -0.0669 0.2786
H -1.334867 3.662214 1.363512 -0.1066 -0.2669 -0.2240
H -1.987429 0.982212 2.779415 -0.4054 0.0792 0.2494
H -1.045859 1.090867 1.378778 0.1500 0.4756 -0.0426
H -2.722860 1.346338 1.215715 -0.3306 0.2524 0.0688
```
Forces are in eV/Å.

SMILES: CCc1c[nH]c2ccccc12.CC
E_tot, eV: -14209.7771

=====

(3)
ORCA calculation (ωB97M-V with the def2-TZVPD basis set) on a 2-piece molecular cluster, C12H17N overall in a non-equilibrium geometry.

Geometry as XYZ:
```
30
Properties=species:S:1:pos:R:3:forces:R:3
C -3.018356 1.407919 1.172013 0.2780 3.0508 -2.8395
C -2.083813 0.420920 0.535396 -1.0639 -4.4887 -3.2312
C -0.601903 0.551566 0.570417 -2.4830 1.3403 1.4398
C 0.097209 0.540410 1.696426 0.9805 -1.5900 2.4897
N 1.479925 0.472521 1.432034 -0.1505 1.0919 -1.6191
C 1.657956 0.870403 0.053368 -4.1748 0.0910 0.9693
C 2.706664 1.303641 -0.721261 -10.7097 0.9915 -4.8514
C 2.373145 1.895271 -1.979309 -3.8614 -1.6717 1.5892
C 1.028473 1.922073 -2.536910 1.3033 -0.1321 2.7602
C -0.020805 1.427150 -1.733409 0.5560 -1.0456 -0.3415
C 0.242800 0.965583 -0.427153 3.9281 0.1758 -3.0377
H -3.314064 2.196169 0.293607 0.3070 -1.8548 1.8682
H -2.330399 2.097151 1.704399 -1.2748 -0.5420 1.1384
H -3.977149 0.978456 1.513157 0.8921 0.5303 0.5941
H -2.277111 -0.727008 0.848725 0.1240 2.5907 -0.2787
H -2.353481 0.331598 -0.612382 0.4172 0.1196 2.0807
H -0.369088 0.420087 2.715422 1.1089 -0.0294 -1.1120
H 2.156635 0.768459 2.099554 0.3228 0.0348 0.4790
H 3.548870 1.261347 -0.411058 10.6813 -0.2302 3.6601
H 3.009474 2.517788 -2.454142 2.6332 1.3500 -1.5652
H 0.846717 2.528943 -3.413971 -0.0209 -0.4216 -0.2184
H -1.014712 1.204511 -2.135326 0.1701 0.7454 0.0689
C 0.904685 -3.514416 0.502755 0.6111 0.1647 -1.1592
C -0.399897 -2.813600 -0.058627 0.2936 0.5140 1.2366
H 0.985080 -4.559814 0.108022 -0.1519 0.7502 0.6552
H 1.861931 -3.013686 0.185696 -1.0073 -0.2897 0.0392
H 0.953067 -3.495010 1.599409 -0.2592 -0.2145 -0.3239
H -1.164360 -2.923051 0.864085 1.2619 0.7915 -2.6043
H -0.155944 -1.734149 -0.428371 -0.7303 -1.7595 1.2972
H -0.771550 -3.301245 -0.982576 0.0187 -0.0629 0.8163
```
Forces are in eV/Å.

SMILES: CCc1c[nH]c2ccccc12.CC
E_tot, eV: -14206.3854

=====

(4)
ORCA calculation (ωB97M-V with the def2-TZVPD basis set) on a 2-piece molecular cluster, C12H17N overall in a non-equilibrium geometry.

Geometry as XYZ:
```
30
Properties=species:S:1:pos:R:3:forces:R:3
C 1.509161 -0.277198 1.258357 0.5946 -0.8293 0.9006
C 0.561447 -0.581998 0.077214 1.0260 0.5884 0.4167
C -0.558470 0.390746 0.076761 -0.6141 -0.3861 -1.0295
C -0.558028 1.628987 -0.468419 -0.1867 1.5150 -0.0180
N -1.644312 2.374794 -0.010180 0.0838 -1.2630 0.1781
C -2.446142 1.499409 0.702769 -1.6924 -0.4362 -1.1769
C -3.799566 1.624263 1.089773 0.8246 1.8254 -0.1997
C -4.457791 0.552493 1.579151 -0.6211 -1.0899 -0.3338
C -3.800810 -0.684707 1.690169 0.3007 -0.6583 1.5793
C -2.472807 -0.854246 1.387786 -0.2659 1.0832 -1.3037
C -1.874464 0.219079 0.659579 1.6638 0.0667 2.0085
H 1.006591 0.286049 2.054314 0.1757 -0.4111 -0.0031
H 2.471827 0.201373 1.072743 -0.3958 0.7946 -0.7878
H 1.937520 -1.223705 1.613921 -0.6267 -0.0732 0.5383
H 1.236691 -0.449241 -0.778363 -0.7660 -0.5508 -0.3799
H 0.182716 -1.599464 0.220315 0.1773 0.1310 -0.5198
H 0.044651 2.141474 -1.208693 0.5488 -0.3697 0.3805
H -1.908726 3.260662 -0.395626 -0.2113 0.0014 0.0448
H -4.278242 2.598838 1.010802 -0.0628 -0.1636 -0.0120
H -5.525648 0.572815 1.777484 0.2015 0.2715 0.2141
H -4.275952 -1.475299 2.268668 -0.2100 0.0246 -0.3753
H -1.956761 -1.778126 1.600932 0.0540 -0.0673 -0.1396
C 3.747737 -1.686896 -1.737034 2.1316 0.1523 -1.4006
C 3.803534 -0.328756 -2.505792 -0.0278 -2.0754 -0.0575
H 3.447507 -2.484668 -2.415860 -1.2306 0.0242 0.3956
H 4.803207 -2.018243 -1.694167 -0.1351 0.3629 0.7203
H 3.347749 -1.663011 -0.732547 -0.4013 -0.1815 -0.0857
H 4.439212 0.346646 -1.942896 -0.2796 0.4966 -0.3190
H 2.808090 -0.010372 -2.754477 -0.4548 0.8024 0.4037
H 4.210081 -0.581696 -3.496683 0.3994 0.4151 0.3612
```
Forces are in eV/Å.

SMILES: CCc1c[nH]c2ccccc12.CC
E_tot, eV: -14208.9480

=====

Results for relative energy (zero: lowest compared OMol25 entry of this formula, charge and spin): 22.2 12.9 91.1 32.0 (in kcal/mol, following the order of the records).
Results for E_LUMO: 0.88 0.86 0.90 0.94 (in eV, following the order of the records).